1.
ORCA calculation (ωB97M-V/def2-TZVPD) on a structure of composition C18H19Cl3GeN5O7V.

The energy above the lowest of the compared OMol25 structures with the same formula, charge and spin comes out at 65.11 kJ/mol. Its expectation value of S² is 2.02. The calculation puts the LUMO energy (alpha / beta) at -0.05450 / -0.05874 hartree. Its total energy is -160526.16860 eV. The calculation puts the gap between HOMO and LUMO (alpha / beta) at 7.50 / 7.55 eV.

ORCA input file:
```
! RIJCOSX wB97M-V def2-TZVPD def2/J DEFGRID3
* xyz 0 3
V 0.564 -0.250 -0.363
O 4.175 -0.366 0.605
C 3.177 -1.008 0.494
O 1.926 -0.460 0.670
C 3.097 -2.439 0.174
C 4.220 -3.233 0.319
C 4.112 -4.593 0.146
C 2.883 -5.195 -0.064
C 1.777 -4.401 -0.194
C 1.850 -2.992 -0.237
O 0.847 -2.298 -0.660
N 0.463 -5.065 -0.242
O -0.480 -4.499 0.282
O 0.381 -6.123 -0.829
N 5.308 -5.440 0.262
O 5.156 -6.644 0.196
O 6.377 -4.885 0.420
H 5.170 -2.787 0.583
H 2.794 -6.272 -0.101
C -4.958 3.184 -0.010
C -4.846 1.815 -0.177
C -3.647 1.199 0.149
N -2.589 1.860 0.627
C -2.723 3.177 0.808
C -3.874 3.882 0.501
H -5.875 3.701 -0.269
H -5.670 1.224 -0.558
H -3.535 0.128 0.022
H -1.863 3.697 1.223
H -3.918 4.951 0.661
Cl -3.089 -2.626 -0.225
Ge -1.436 -1.934 1.014
Cl -0.843 -0.191 -1.877
Cl -2.636 -1.236 2.743
C 2.357 2.171 -0.819
C 2.674 3.683 -0.650
N 1.512 4.410 -0.137
C 1.135 3.869 1.168
C 0.813 2.357 1.066
N 0.956 1.901 -0.363
C 0.037 2.736 -1.215
C 0.395 4.233 -1.065
H 3.039 1.568 -0.229
H 2.428 1.858 -1.859
H 2.965 4.126 -1.602
H 3.500 3.817 0.048
H 0.274 4.429 1.533
H 1.958 4.036 1.863
H -0.204 2.128 1.380
H 1.505 1.773 1.664
H -0.981 2.528 -0.906
H 0.152 2.401 -2.241
H -0.461 4.795 -0.690
H 0.677 4.659 -2.027
*
```



2.
ORCA calculation (ωB97M-V/def2-TZVPD) on a cluster of 9 separate species, C30H84N6O12 in total.

The energy above the lowest of the compared OMol25 structures with the same formula, charge and spin comes out at 913.12 kJ/mol. The SMILES is COC[C@H](C)N.COC[C@H](C)N.COC[C@H](C)N.COC[C@H](C)N.COC[C@H](C)N.COC[C@H](C)N.OCCO.OCCO.OCCO. The calculation puts the LUMO energy at 0.01597 hartree. Its total energy is -65976.29190 eV. The calculation puts the gap between HOMO and LUMO at 9.32 eV.

ORCA input file:
```
! RIJCOSX wB97M-V def2-TZVPD def2/J DEFGRID3
* xyz 0 1
C 2.388 -5.329 -2.035
C 3.802 -5.728 -1.766
C 4.891 -4.884 -2.385
O 6.102 -5.507 -1.971
C 7.158 -5.418 -2.899
N 3.914 -5.724 -0.295
H 2.145 -5.723 -3.029
H 2.386 -4.257 -2.105
H 1.719 -5.647 -1.240
H 3.867 -6.757 -2.144
H 4.861 -3.889 -1.986
H 4.725 -4.888 -3.439
H 6.927 -6.043 -3.811
H 8.016 -5.814 -2.384
H 7.413 -4.381 -3.066
H 4.856 -6.043 -0.068
H 3.388 -6.506 0.123
C -2.930 -6.040 -0.741
C -2.177 -5.071 0.059
C -0.835 -5.585 0.544
O -0.370 -4.731 1.603
C 1.019 -4.740 1.829
N -1.991 -3.836 -0.667
H -3.947 -5.684 -0.851
H -2.932 -6.966 -0.155
H -2.553 -6.194 -1.730
H -2.749 -4.847 0.998
H -0.123 -5.502 -0.325
H -0.851 -6.642 0.906
H 1.372 -5.700 2.224
H 1.325 -3.915 2.500
H 1.555 -4.489 0.902
H -1.500 -3.129 -0.129
H -2.833 -3.391 -0.988
C -4.270 7.260 1.959
C -3.949 6.297 0.841
C -4.879 5.048 0.827
O -4.651 4.060 -0.172
C -3.592 3.206 0.000
N -3.986 7.187 -0.359
H -5.143 7.864 1.835
H -3.378 7.853 2.246
H -4.395 6.614 2.890
H -2.925 5.870 0.970
H -5.895 5.489 0.623
H -4.983 4.507 1.775
H -3.684 2.709 1.003
H -2.613 3.714 -0.036
H -3.494 2.444 -0.812
H -3.909 6.640 -1.218
H -3.167 7.757 -0.238
C -1.176 -4.855 5.450
C -1.288 -3.493 4.757
C -2.689 -3.054 4.418
O -2.768 -1.781 3.826
C -2.603 -1.810 2.446
N -0.571 -2.442 5.566
H -0.136 -5.039 5.690
H -1.435 -5.611 4.674
H -1.787 -5.195 6.290
H -0.720 -3.537 3.810
H -3.357 -3.044 5.328
H -3.100 -3.851 3.777
H -1.918 -2.586 2.170
H -2.254 -0.841 2.120
H -3.555 -1.980 1.931
H -1.224 -2.155 6.326
H -0.653 -1.586 4.994
C 0.418 2.574 -0.366
C -0.307 1.507 0.484
C 0.570 0.357 1.015
O 1.285 -0.474 0.116
C 0.448 -1.346 -0.642
N -0.882 2.203 1.606
H 0.829 3.385 0.240
H -0.202 3.002 -1.143
H 1.276 2.092 -0.851
H -1.133 1.081 -0.080
H -0.085 -0.210 1.685
H 1.311 0.801 1.669
H 1.064 -1.745 -1.455
H -0.514 -0.982 -1.005
H 0.230 -2.214 0.008
H -0.201 2.625 2.227
H -1.425 1.599 2.222
C -0.531 -0.843 -4.244
C -1.367 0.110 -3.470
C -2.251 0.979 -4.354
O -3.122 1.787 -3.606
C -2.764 3.172 -3.445
N -2.157 -0.645 -2.480
H 0.084 -1.489 -3.607
H 0.102 -0.337 -4.948
H -1.257 -1.477 -4.812
H -0.771 0.814 -2.944
H -2.940 0.319 -4.934
H -1.679 1.443 -5.152
H -2.153 3.349 -2.575
H -3.624 3.819 -3.248
H -2.305 3.547 -4.336
H -2.673 -1.434 -2.887
H -2.851 -0.025 -2.071
C 3.262 4.419 2.895
C 3.222 4.558 1.391
O 2.395 5.711 1.041
O 1.908 4.089 3.297
H 3.592 5.398 3.104
H 3.902 3.588 3.180
H 2.761 3.704 0.903
H 4.171 4.856 0.951
H 1.648 5.817 1.644
H 1.761 4.466 4.175
C 4.366 0.584 -0.902
C 4.526 0.841 0.579
O 5.153 2.101 0.783
O 3.741 -0.636 -1.159
H 5.391 0.560 -1.339
H 3.958 1.448 -1.469
H 5.131 0.050 1.028
H 3.509 0.856 1.037
H 6.105 1.935 0.786
H 3.097 -0.681 -0.441
C -0.909 5.864 -1.515
C 0.516 5.615 -2.008
O 0.559 4.547 -2.865
O -1.834 6.111 -2.550
H -0.782 6.789 -0.951
H -1.244 5.037 -0.895
H 1.233 5.470 -1.165
H 0.811 6.626 -2.487
H 1.260 4.701 -3.563
H -1.519 5.578 -3.288
*
```



3.
ORCA calculation (ωB97M-V/def2-TZVPD) on an isolated molecule of C3H10ClFNPSSi.

The energy above the lowest of the compared OMol25 structures with the same formula, charge and spin comes out at 0.00 kJ/mol. The SMILES is C[Si](C)(C)N[P@](F)(=S)Cl. The calculation puts the LUMO energy at -0.01253 hartree. Its total energy is -48007.52605 eV. The calculation puts the gap between HOMO and LUMO at 8.41 eV.

ORCA input file:
```
! RIJCOSX wB97M-V def2-TZVPD def2/J DEFGRID3
* xyz 0 1
C 2.025 0.565 -1.244
C 0.107 -1.754 0.043
C 0.894 0.385 1.756
N -0.873 0.817 -0.789
F -3.246 1.654 -1.081
Si 0.572 0.015 -0.090
P -2.387 0.481 -0.355
S -2.689 0.306 1.947
Cl -3.163 -0.990 -1.522
H 3.012 0.130 -1.035
H 1.830 0.224 -2.264
H 2.160 1.647 -1.053
H 0.783 -2.482 0.452
H -0.686 -1.680 0.873
H -0.399 -2.140 -0.827
H 1.198 1.493 2.134
H -0.038 0.216 2.312
H 1.579 -0.448 2.109
H -0.680 1.561 -1.366
*
```



4.
ORCA calculation (ωB97M-V/def2-TZVPD) on a cluster of 12 separate species, C54H58Cl4N10 in total.

The energy above the lowest of the compared OMol25 structures with the same formula, charge and spin comes out at 285.78 kJ/mol. The SMILES is c1ccncc1.c1ccncc1.c1ccncc1.c1ccncc1.c1ccncc1.c1ccncc1.c1ccncc1.c1ccncc1.c1ccncc1.c1ccncc1.ClCCCl.ClCCCl. The calculation puts the LUMO energy at 0.01758 hartree. Its total energy is -121925.07086 eV. The calculation puts the gap between HOMO and LUMO at 9.56 eV.

ORCA input file:
```
! RIJCOSX wB97M-V def2-TZVPD def2/J DEFGRID3
* xyz 0 1
Cl 0.483 -1.135 -1.172
C -0.756 -0.516 -0.143
C -0.183 -0.217 1.219
Cl 0.715 -1.462 2.127
H -1.606 -1.198 -0.112
H -0.995 0.389 -0.701
H -0.853 0.340 1.874
H 0.502 0.610 1.031
Cl 3.503 -3.488 4.100
C 4.542 -2.861 2.770
C 3.999 -2.940 1.321
Cl 3.757 -4.601 0.658
H 5.520 -3.334 2.859
H 4.676 -1.844 3.140
H 4.638 -2.469 0.574
H 3.104 -2.337 1.170
N -2.638 -4.185 2.394
C -2.109 -4.313 3.702
C -0.799 -4.587 4.016
C 0.088 -4.757 2.996
C -0.326 -4.530 1.646
C -1.687 -4.227 1.463
H -2.790 -4.216 4.534
H -0.541 -4.632 5.064
H 1.144 -4.915 3.157
H 0.364 -4.630 0.821
H -2.087 -4.118 0.465
N -5.614 2.785 -3.231
C -6.898 2.543 -3.043
C -7.557 2.851 -1.841
C -6.718 3.234 -0.779
C -5.359 3.274 -0.984
C -4.780 3.212 -2.292
H -7.464 2.180 -3.888
H -8.620 2.752 -1.673
H -7.115 3.292 0.224
H -4.786 3.322 -0.070
H -3.736 3.190 -2.568
N 0.960 -5.196 -4.247
C 1.181 -5.252 -5.590
C 0.730 -4.371 -6.460
C 0.036 -3.257 -5.924
C -0.127 -3.110 -4.552
C 0.470 -4.050 -3.739
H 1.719 -6.133 -5.908
H 0.888 -4.517 -7.519
H -0.491 -2.536 -6.531
H -0.549 -2.259 -4.039
H 0.428 -3.906 -2.670
N -3.834 1.808 2.568
C -2.949 2.343 3.418
C -2.207 1.609 4.342
C -2.454 0.293 4.536
C -3.256 -0.376 3.569
C -3.900 0.422 2.633
H -2.815 3.415 3.440
H -1.555 2.023 5.097
H -1.846 -0.274 5.227
H -3.460 -1.434 3.644
H -4.485 0.070 1.796
N 1.485 2.069 6.805
C 1.686 1.470 8.016
C 1.699 0.115 8.300
C 1.617 -0.713 7.214
C 1.425 -0.174 5.964
C 1.324 1.236 5.809
H 1.804 2.253 8.750
H 1.866 -0.194 9.321
H 1.631 -1.788 7.312
H 1.389 -0.865 5.134
H 0.877 1.565 4.882
N 1.331 1.847 -3.865
C 2.332 2.752 -4.056
C 2.316 3.696 -5.088
C 1.293 3.735 -6.005
C 0.231 2.836 -5.825
C 0.315 1.960 -4.799
H 3.089 2.921 -3.305
H 3.148 4.360 -5.274
H 1.414 4.470 -6.787
H -0.588 2.821 -6.529
H -0.492 1.244 -4.755
N 4.751 0.517 -2.963
C 5.885 -0.031 -3.436
C 6.291 -1.361 -3.234
C 5.339 -2.217 -2.722
C 4.137 -1.668 -2.167
C 3.928 -0.321 -2.319
H 6.606 0.662 -3.844
H 7.231 -1.664 -3.670
H 5.490 -3.284 -2.782
H 3.456 -2.307 -1.625
H 3.098 0.167 -1.830
N -1.490 3.291 -1.656
C -1.640 3.124 -0.329
C -0.896 3.855 0.612
C 0.089 4.739 0.141
C 0.261 4.876 -1.243
C -0.472 4.110 -2.089
H -2.530 2.588 -0.034
H -1.047 3.657 1.662
H 0.797 5.183 0.826
H 1.006 5.584 -1.575
H -0.374 4.285 -3.150
N -3.463 -2.800 -1.036
C -2.914 -2.603 -2.250
C -3.208 -1.402 -2.952
C -4.197 -0.542 -2.458
C -4.827 -0.871 -1.234
C -4.483 -2.006 -0.515
H -2.215 -3.341 -2.614
H -2.691 -1.160 -3.869
H -4.521 0.341 -2.989
H -5.625 -0.211 -0.928
H -4.984 -2.436 0.340
N 4.246 0.692 2.068
C 4.160 1.482 0.923
C 3.518 2.736 0.892
C 3.054 3.277 2.084
C 2.966 2.430 3.260
C 3.626 1.189 3.135
H 4.479 1.002 0.010
H 3.520 3.425 0.060
H 2.628 4.264 2.190
H 2.546 2.808 4.181
H 3.774 0.548 3.992
*
```



5.
ORCA calculation (ωB97M-V/def2-TZVPD) on an isolated molecule of C4H7NO2.

The energy above the lowest of the compared OMol25 structures with the same formula, charge and spin comes out at 169.32 kJ/mol. The SMILES is O=CN1CC(O)C1. The calculation puts the LUMO energy at 0.02894 hartree. Its total energy is -9845.52477 eV. The calculation puts the gap between HOMO and LUMO at 10.51 eV.

ORCA input file:
```
! RIJCOSX wB97M-V def2-TZVPD def2/J DEFGRID3
* xyz 0 1
O 1.350 -0.100 1.625
C 0.342 -0.814 0.968
C -0.911 0.025 0.656
O -1.058 2.254 -1.000
C -0.459 1.275 -1.403
N -0.477 0.090 -0.746
C 0.547 -0.946 -0.561
H 1.365 0.786 1.239
H 0.220 -1.735 1.537
H -1.866 -0.494 0.766
H -0.957 1.006 1.139
H 0.119 1.281 -2.340
H 0.225 -1.906 -0.969
H 1.559 -0.725 -0.912
*
```



6.
ORCA calculation (ωB97M-V/def2-TZVPD) on a cluster of 2 separate species, C5H15N2S in total.

The energy above the lowest of the compared OMol25 structures with the same formula, charge and spin comes out at 628.86 kJ/mol. The calculation puts the LUMO energy at -0.31200 hartree. Its total energy is -19231.29554 eV. The calculation puts the gap between HOMO and LUMO at 4.63 eV.

ORCA input file:
```
! RIJCOSX wB97M-V def2-TZVPD def2/J DEFGRID3
* xyz 1 1
N -0.050 -1.564 -1.411
C 0.131 -1.451 0.061
C -1.031 -0.833 0.803
S -1.777 0.525 -0.130
C 1.517 -0.869 0.328
N 1.696 0.542 0.190
C 1.481 1.110 -1.152
C 1.244 1.401 1.253
H -0.813 -0.997 -1.780
H -0.293 -2.524 -1.574
H -6.167 2.207 1.133
H 0.435 -2.494 0.327
H -0.714 -0.511 1.850
H -1.963 -1.485 0.894
H -5.477 2.362 0.849
H 1.841 -1.095 1.432
H 2.291 -1.369 -0.316
H 0.360 1.235 -1.339
H 2.017 2.089 -1.209
H 1.882 0.330 -1.862
H 1.831 2.295 0.989
H 0.121 1.474 1.184
H 1.506 1.090 2.286
*
```



7.
ORCA calculation (ωB97M-V/def2-TZVPD) on a structure of composition C8H14BeN3.

The energy above the lowest of the compared OMol25 structures with the same formula, charge and spin comes out at 34.09 kJ/mol. The calculation puts the LUMO energy (alpha / beta) at 0.12239 / 0.12248 hartree. Its total energy is -13392.89496 eV. The calculation puts the gap between HOMO and LUMO (alpha / beta) at 3.94 / 3.38 eV.

ORCA input file:
```
! RIJCOSX wB97M-V def2-TZVPD def2/J DEFGRID3
* xyz -1 1
C -0.845 1.126 -3.723
Be -0.114 0.208 -1.525
N 0.690 -1.007 -2.500
H -0.202 1.555 -1.049
H -0.196 1.300 -2.753
H -1.377 2.071 -3.959
H -1.599 0.343 -3.593
H -0.187 0.913 -4.587
H 0.297 -1.872 -2.121
H 1.685 -0.978 -2.253
H 0.630 -1.050 -3.531
N -0.714 -1.943 1.628
C -0.780 -1.741 0.300
N -0.185 -0.584 -0.017
C 0.224 -0.001 1.195
C 0.728 1.270 1.444
C 0.903 1.655 2.797
C 0.578 0.781 3.852
C 0.071 -0.501 3.578
C -0.084 -0.852 2.237
H -1.039 -2.767 2.113
H -1.264 -2.444 -0.379
H 0.934 1.918 0.595
H 1.305 2.657 3.018
H 0.734 1.142 4.874
H -0.194 -1.197 4.359
*
```



8.
ORCA calculation (ωB97M-V/def2-TZVPD) on a structure of composition C28H55O2RuSi4Te.

The energy above the lowest of the compared OMol25 structures with the same formula, charge and spin comes out at 59.79 kJ/mol. Its expectation value of S² is 8.80. The calculation puts the LUMO energy (alpha / beta) at 0.01070 / -0.06187 hartree. Its total energy is -75404.10967 eV. The calculation puts the gap between HOMO and LUMO (alpha / beta) at 5.91 / 5.33 eV.

ORCA input file:
```
! RIJCOSX wB97M-V def2-TZVPD def2/J DEFGRID3
* xyz 0 6
O -4.983 -2.968 -1.470
C -5.543 -1.912 -0.574
C -5.551 -2.868 0.579
H -6.544 -1.620 -0.925
H -4.941 -1.004 -0.439
C -5.219 -3.967 -0.456
H -6.424 -2.865 1.256
H -4.661 -2.731 1.217
C -6.204 -4.946 -1.078
H -7.132 -4.428 -1.331
H -6.443 -5.757 -0.382
H -5.785 -5.332 -2.017
C -3.997 -4.758 -0.049
H -3.314 -4.100 0.487
H -3.515 -5.235 -0.906
H -4.335 -5.561 0.623
Ru -0.957 -0.091 -0.681
C -0.902 -0.206 1.988
C -1.018 1.213 2.043
C -2.010 1.620 1.121
H -0.513 1.849 2.765
C -2.641 0.438 0.561
C -1.951 -0.706 1.132
H -2.327 -1.726 1.143
H -0.216 -0.806 2.589
H -2.327 2.642 0.937
H -3.596 0.389 0.040
C 0.753 -1.611 -1.086
C 0.175 -2.556 -0.155
C -1.090 -2.948 -0.660
H 0.665 -2.880 0.774
C -1.432 -2.090 -1.757
C -0.199 -1.399 -2.141
H -0.042 -0.888 -3.096
H 1.801 -1.279 -1.088
H -1.680 -3.816 -0.353
H -2.356 -2.026 -2.320
O -3.236 -0.086 -2.876
C -4.271 -1.035 -3.328
C -5.398 -0.395 -4.118
H -4.785 -1.304 -2.417
H -3.808 -1.954 -3.747
C -5.031 1.098 -4.116
H -6.296 -0.518 -3.484
H -5.546 -0.878 -5.101
C -3.726 1.209 -3.305
H -5.825 1.648 -3.596
H -4.917 1.475 -5.138
H -3.915 1.806 -2.401
H -2.917 1.701 -3.869
C 4.930 -0.955 -0.466
Si 4.866 0.931 -0.485
C 6.517 1.591 0.180
C 4.672 1.526 -2.264
Si 2.927 1.613 0.719
Te 0.769 1.626 -0.744
Si 3.285 0.543 2.831
C 5.109 0.568 3.352
C 2.256 1.416 4.147
C 2.839 -1.269 2.561
Si 3.532 3.849 1.261
C 4.954 4.074 2.495
C 3.995 4.748 -0.333
C 2.025 4.633 2.076
H 5.696 -1.284 -1.185
H 3.976 -1.408 -0.768
H 5.200 -1.360 0.519
H 7.316 1.338 -0.536
H 6.528 2.683 0.300
H 6.798 1.150 1.145
H 3.632 1.425 -2.607
H 4.969 2.577 -2.386
H 5.313 0.909 -2.914
H 5.557 1.573 3.358
H 5.195 0.159 4.375
H 5.730 -0.063 2.696
H 1.176 1.269 3.992
H 2.508 1.011 5.143
H 2.438 2.502 4.176
H 1.904 -1.393 1.993
H 3.633 -1.797 2.007
H 2.727 -1.767 3.540
H 5.904 3.637 2.166
H 5.118 5.156 2.626
H 4.717 3.662 3.486
H 3.167 4.719 -1.057
H 4.199 5.805 -0.094
H 4.889 4.334 -0.822
H 1.102 4.386 1.534
H 1.906 4.316 3.122
H 2.151 5.728 2.068
*
```